One molecule with the formula C2O3S. Source: the Open Molecules 2025 dataset; level of theory: ωB97M-V with the def2-TZVPD basis set.

As for the spin multiplicity: 1. Its maximum force is 0.057 hartree/bohr. The HOMO energy (spin up / spin down) comes out at -8.9 / -9.1 eV. Its total energy is -699.908294 Eh. The LUMO energy (spin up / spin down) is -2.14 / -1.48 eV. The energy relative to the best compared isomer or geometry (same formula, charge and spin) is 7.3169 eV. The net charge is 0.

Last column: natural (NBO) charge in e.
Element x y z (Å)
C: -1.6841 -0.6179 -0.3996  0.404
C: -0.3628 -0.6920 -0.0768  0.152
O: 3.1709 1.0378 0.4679  -0.716
O: 0.6398 0.1505 -0.3563  -0.683
O: -2.6109 -0.1577 0.1778  -0.400
S: 2.4617 -0.0381 -0.2052  1.244